DFT (wB97M-V/def2-TZVPD) results for a single C11H15NO3 molecule in a non-equilibrium geometry.

Values from the calculation:
total charge	0
SMILES string	COC(=O)C1=CNC[C@H]2C(CO)=CC[C@@H]12
energy above the lowest of the compared OMol25 structures with the same formula, charge and spin	106.7	kJ/mol
DFT total energy	-19281.9054	eV
HOMO	-0.297	Ha

Each line ends with the natural charge from an NBO analysis.
Element x y z (Å)
C: 0.1330 -2.6920 4.1055  -0.2614
O: 0.7514 -1.9144 3.0517  -0.5253
C: -0.0944 -1.0989 2.3812  0.7808
O: -1.2569 -0.8623 2.7157  -0.6331
C: 0.4545 -0.4090 1.1308  -0.2353
C: 1.8078 -0.6164 0.8258  0.0812
N: 2.4005 -0.0759 -0.3144  -0.5960
C: 1.5030 0.3683 -1.3777  -0.2126
C: 0.3239 1.2127 -0.8872  -0.2492
C: -0.7961 1.4323 -1.8456  -0.0182
C: -0.5628 2.1358 -3.1299  -0.1022
O: -0.1213 1.1171 -4.0416  -0.7155
C: -1.9665 0.8521 -1.4174  -0.1666
C: -1.7875 0.1672 -0.0795  -0.4295
C: -0.3994 0.6177 0.3561  -0.2258
H: -0.3935 -2.0528 4.8073  0.2012
H: -0.6042 -3.3908 3.6490  0.1900
H: 0.8950 -3.2846 4.6429  0.1955
H: 2.3879 -1.2339 1.4760  0.2190
H: 3.2679 -0.5413 -0.6082  0.3937
H: 2.0486 0.8913 -2.1385  0.2149
H: 1.1239 -0.5769 -1.8203  0.1792
H: 0.7832 2.1921 -0.6270  0.2080
H: -1.4920 2.6039 -3.4532  0.1731
H: 0.1991 2.9193 -3.0144  0.1864
H: -0.7533 0.3772 -3.9188  0.4711
H: -2.8872 0.8490 -1.9613  0.2078
H: -2.5284 0.4982 0.6542  0.2316
H: -1.8689 -0.9242 -0.2030  0.2149
H: -0.5674 1.4393 1.0417  0.2224


DFT (wB97M-V/def2-TZVPD) results for a molecular structure, C11H15NPPd in a non-equilibrium geometry.

Values from the calculation:
total charge	+1
2S+1	5
energy above the lowest of the compared OMol25 structures with the same formula, charge and spin	0.0	kJ/mol
DFT total energy	-25895.1017	eV
HOMO (spin up / spin down)	-0.279 / -0.421	Ha

Each line ends with the Mulliken spin population.
Element x y z (Å)
C: -0.7892 1.0469 -3.6355  0.2245
C: 0.0515 0.0950 -4.0684  -0.0106
C: 1.3414 0.2731 -3.4340  0.4810
C: 1.1925 1.3643 -2.5409  -0.0105
C: 0.0137 1.9904 -2.7045  0.3429
Pd: -3.0102 1.7254 -1.4445  1.7942
P: -3.4876 -0.3227 -0.6474  0.1431
H: -1.8272 1.2508 -3.9769  -0.0316
H: -0.1828 -0.6807 -4.7779  -0.0010
H: 2.2133 -0.2998 -3.6428  0.0203
H: -0.4271 2.9355 -2.3334  -0.0017
H: 1.9481 1.6088 -1.7651  -0.0020
H: -2.4158 -1.2731 -0.2552  0.0427
H: -4.3058 -1.0121 -1.6302  0.0033
H: -4.2643 0.1213 0.4899  0.0042
N: 0.7802 -0.1380 0.3886  0.3834
C: 0.9289 -0.4407 1.6964  0.1570
C: 1.4230 0.5320 2.6079  0.1771
C: 1.5261 0.2352 3.9638  -0.0518
C: 1.1601 -1.0331 4.4461  0.2658
C: 0.6926 -2.0081 3.5497  -0.0418
C: 0.5760 -1.7235 2.1937  0.1740
H: 0.9749 0.7874 0.0069  -0.0449
H: 0.4178 -0.8158 -0.2925  -0.0274
H: 1.7169 1.5146 2.2241  -0.0005
H: 1.8956 0.9969 4.6584  0.0011
H: 1.2338 -1.2572 5.5144  0.0058
H: 0.4177 -2.9997 3.9189  0.0014
H: 0.2057 -2.4731 1.4905  0.0019